Density functional theory data (ωB97M-V/def2-TZVPD) for a molecular structure, C17H28OOsP in a non-equilibrium geometry.

Each line ends with the Löwdin charge.
Geometry (Å):
Os 0.68733 -0.53369 -0.55560  1.602
P -2.57242 3.16007 1.23911  0.519
O -1.31680 2.50023 0.78686  -0.387
C -1.36379 -0.93217 0.04406  -0.167
C 2.88007 -3.55627 -1.82273  -0.081
C -0.28954 -2.23481 -1.52314  -0.176
C -0.65794 -1.01430 -2.15189  -0.210
C 1.75998 0.76944 -1.81809  -0.225
C 2.56882 -3.23632 -0.40194  -0.423
C -3.89467 2.99133 0.02573  -0.175
C -0.71423 -2.17617 -0.16745  -0.195
C -2.38331 4.92150 1.55871  -0.166
C 2.64109 0.14570 0.21003  -0.190
C 1.68890 1.16438 0.43924  -0.156
C 2.70539 -0.08735 -1.18966  -0.187
C -1.33940 -0.22080 -1.18732  -0.201
C 1.13284 1.54448 -0.80617  -0.205
C 1.64459 -4.15201 0.29335  -0.099
C -3.31062 2.38736 2.70578  -0.183
C 3.72838 -2.80441 0.41680  -0.098
H 3.35641 -0.81306 -1.67689  0.104
H 3.37702 -2.73742 -2.35455  0.070
H 1.34501 -3.74905 1.26050  0.081
H -3.60766 1.36336 2.42798  0.050
H -1.47548 5.30587 1.07267  0.062
H -1.74717 0.77546 -1.33705  0.114
H -3.26628 5.42535 1.14395  0.050
H 0.73781 -4.34846 -0.27040  0.063
H 1.99323 -3.81328 -2.40822  0.066
H 1.53278 0.79750 -2.87887  0.128
H 3.40598 -2.47187 1.40550  0.078
H 2.10937 -5.12731 0.48208  0.107
H 4.44224 -3.62778 0.57099  0.106
H -3.46757 2.82806 -0.97331  0.053
H 1.40406 1.54754 1.41253  0.131
H -0.43062 -0.74806 -3.17216  0.125
H 4.29470 -1.98924 -0.03532  0.070
H -4.20129 2.91966 3.07391  0.067
H -2.55419 2.34886 3.50158  0.058
H 0.21754 -3.06800 -2.00100  0.102
H 0.32449 2.26519 -0.93449  0.111
H 3.18630 -0.38988 0.98419  0.108
H -4.50353 3.90593 0.03931  0.053
H -2.32572 5.10761 2.63956  0.059
H -1.70263 -0.54232 0.99474  0.123
H -0.54498 -2.93604 0.58649  0.105
H -4.50075 2.12183 0.32518  0.054
H 3.56019 -4.42532 -1.88374  0.104

E = -31875.57170 eV
<S²> = 6.01
total charge = +1
multiplicity = 5

Density functional theory data (ωB97M-V/def2-TZVPD) for a molecular structure, C6H8O2 in a non-equilibrium geometry.

Each line ends with the Löwdin charge.
Geometry (Å):
O 1.58338 1.36739 -0.83657  0.086
O -0.65472 0.92416 -0.77175  -0.037
C -0.66045 -1.11544 -0.39560  -0.001
C -0.81002 0.44825 1.76845  -0.037
C -0.18183 -0.19052 -1.49570  -0.266
C 1.26857 0.10844 -1.30430  -0.220
C 1.29098 0.40695 0.08794  -0.204
C -0.19542 0.14792 0.46275  -0.351
H -0.26116 0.15850 2.86941  0.159
H 2.02654 -0.38766 -1.69578  0.112
H -0.73210 -0.35681 -2.38373  0.138
H -1.79196 -0.96108 -0.36183  0.144
H -1.91424 0.22781 1.75372  0.088
H -0.88296 1.53270 2.00805  0.079
H -0.28431 -2.15549 -0.21010  0.128
H 2.19972 -0.15515 0.50504  0.182

E = -10441.50155 eV
energy above the lowest of the compared OMol25 structures with the same formula, charge and spin = 504.1 kJ/mol

Density functional theory data (ωB97M-V/def2-TZVPD) for a molecular structure, C85H76F2InN10P in a non-equilibrium geometry.

Each line ends with the Löwdin charge.
Geometry (Å):
In 0.04108 -1.34966 0.51892  1.098
P -0.03160 2.11188 -2.72553  1.175
F 1.73964 -3.43782 -1.22122  -0.023
F 2.62875 -3.08816 0.76763  -0.029
N 2.33370 1.11648 -3.45301  -0.068
N -0.71343 -2.58355 -1.85754  0.089
N 1.33077 -0.92737 2.46406  0.006
N -2.23554 -0.65374 1.31645  0.083
N -2.25249 1.02362 -3.92372  -0.063
N -1.54067 -3.10399 0.66470  -0.009
N 1.65911 -0.08910 -1.70226  0.134
N -0.20822 2.83501 0.10663  0.163
N -2.12103 0.44268 -1.78951  0.158
N -0.11819 4.45016 -1.41603  -0.074
C -6.13311 -1.41064 -5.56161  -0.069
C 0.64748 7.41338 -0.50284  -0.044
C -3.74986 0.89534 2.31346  -0.050
C -6.83103 -0.31606 -6.05239  -0.086
C -5.38176 -2.89615 -0.93881  -0.068
C -1.46928 -5.52122 0.16669  -0.022
C 3.80839 2.48550 2.64686  -0.041
C 3.84301 -1.51269 -1.53538  -0.195
C 0.23614 5.58586 2.65000  -0.041
C -3.35979 0.26584 -3.65777  -0.129
C 0.51043 -3.15324 3.07197  -0.114
C -0.36229 4.41049 2.18061  -0.149
C 0.48976 8.78185 -0.33362  -0.076
C -3.26588 -0.08833 -2.32694  -0.178
C 0.21665 -1.34364 4.71102  -0.071
C 0.08673 -2.37512 5.83753  -0.282
C 2.37772 2.13493 -4.49291  -0.034
C 0.32356 -4.20062 4.17264  -0.268
C -1.54390 4.24847 4.27982  -0.078
C 4.62272 0.16230 -3.90500  -0.174
C -0.25157 -3.25545 -4.10728  -0.046
C -6.34343 0.96490 -5.83219  -0.081
C 5.87171 -3.24272 -0.73874  -0.083
C -1.19989 3.72039 3.04341  -0.020
C -4.26127 -0.07720 3.12264  -0.001
C 4.66396 -0.15802 -5.26087  -0.041
C -0.13208 3.09301 -1.19079  -0.413
C 1.14477 -1.85502 3.59207  -0.441
C 1.33285 0.91317 -2.53534  -0.411
C 5.87912 -0.39481 -5.88754  -0.081
C 2.92579 -0.48883 -2.09282  -0.162
C -0.19395 5.07177 -0.21349  -0.146
C -0.56446 -3.64368 5.28526  -0.112
C -0.22724 4.07096 0.74128  -0.148
C 3.38769 1.94786 1.43005  -0.281
C -4.35635 -2.22136 -1.58580  -0.032
C -0.97033 -3.87401 -1.52792  -0.186
C -1.88818 1.56562 -5.22220  -0.026
C 1.43038 -3.16590 0.09746  -0.353
C -6.39219 -0.79964 -0.35158  -0.081
C -6.39559 -2.18688 -0.31068  -0.085
C -2.71409 0.56192 1.42491  -0.137
C 2.55931 0.84732 1.42562  -0.053
C 3.82696 2.56519 0.12386  -0.036
C 2.09132 0.20974 2.59542  -0.280
C -0.08732 6.10445 3.89061  -0.075
C -3.82929 -1.41098 2.97078  -0.159
C 5.21494 -3.45276 -1.94551  -0.070
C -2.81408 -1.66346 2.01517  -0.159
C -0.38059 -2.29532 -3.09105  -0.139
C -0.50089 -4.56271 -3.80220  -0.011
C -1.01667 5.45905 4.69619  -0.092
C 7.06321 -0.29660 -5.17240  -0.084
C -1.51770 7.04744 0.47855  -0.023
C 2.34817 -3.30112 5.29405  -0.284
C -4.97191 -1.22756 -4.82614  -0.017
C -4.49136 0.05621 -4.57601  -0.166
C -0.67201 9.28497 0.23401  -0.084
C 2.51906 -2.26428 4.17822  -0.072
C -4.41181 -2.48254 3.68133  -0.061
C 1.69517 -4.56892 4.74013  -0.115
C -0.35202 6.53486 -0.09193  -0.200
C -0.07880 5.15751 -2.68552  -0.038
C -1.35141 -4.17653 -0.16108  -0.245
C 5.81971 0.28262 -3.19887  -0.014
C 3.34161 0.25551 -3.17884  -0.136
C 3.37487 1.90233 3.83104  -0.280
C 1.47307 -2.70485 6.40220  -0.116
C -1.67677 8.41425 0.63727  -0.070
C -1.52234 1.08928 -2.76329  -0.454
C 4.49310 -1.31525 -0.32345  -0.034
C -0.87529 -4.91426 -2.48731  -0.157
C -2.44796 -3.01472 1.66345  -0.257
C -1.11642 -6.25481 -2.10984  -0.055
C -1.36693 -6.53833 -0.79904  -0.077
C -4.07090 -3.76021 3.33537  -0.087
C -3.13475 -4.03144 2.32487  -0.016
C -4.32185 -0.83092 -1.59310  -0.172
C 4.21676 -2.58266 -2.34661  -0.045
C 7.03243 0.05653 -3.82936  -0.062
C 3.80957 2.46117 5.16250  -0.057
C 5.50616 -2.17883 0.06998  -0.070
C -5.17837 1.15043 -5.10414  -0.036
C -5.36493 -0.12653 -0.99710  -0.032
C 2.52613 0.80180 3.80431  -0.010
H 4.19721 -0.49542 0.32030  0.097
H -4.54462 -4.59643 3.83754  0.106
H -0.77194 -1.15966 4.27378  0.120
H 4.55967 1.81775 5.62967  0.078
H -5.03275 0.14449 3.85148  0.120
H -5.38510 -3.98006 -0.92374  0.107
H -0.45859 -2.91933 2.62336  0.077
H -2.49650 1.08866 -5.98598  0.093
H 2.32527 -4.98778 3.94873  0.122
H 0.06523 -2.95615 -5.09870  0.101
H -3.57495 -2.77869 -2.08668  0.107
H 7.95418 0.14135 -3.26766  0.107
H 3.38935 2.18250 -4.88724  0.090
H -7.75117 -0.45833 -6.60452  0.102
H -2.25960 1.31038 0.79137  0.080
H 3.73851 -0.24704 -5.81935  0.116
H -2.05179 2.64271 -5.26561  0.090
H -6.49881 -2.41308 -5.74753  0.106
H 4.24638 3.45553 5.05056  0.069
H 5.79258 0.54594 -2.14984  0.113
H 4.46203 3.35266 2.67010  0.103
H 3.33377 -3.54601 5.70264  0.136
H 1.56315 7.01578 -0.92683  0.117
H -1.60078 -5.81421 1.19586  0.090
H -0.14935 -5.08861 3.74050  0.137
H -0.83830 1.37097 -5.42855  0.069
H 3.04473 -1.39929 4.57836  0.102
H -1.48804 -7.56811 -0.48324  0.104
H -0.19336 -1.24782 -3.30263  0.086
H -0.79550 5.97571 -2.67239  0.099
H 1.28084 9.45848 -0.63376  0.104
H 1.37988 -3.41532 7.23077  0.116
H -1.57885 2.76827 2.73745  0.084
H 0.91111 -4.04925 0.48049  0.081
H 2.96153 2.53670 5.84585  0.075
H -0.79519 10.35306 0.35969  0.102
H -1.31518 5.89213 5.64309  0.100
H 2.23367 0.42626 0.48924  0.053
H 4.42537 1.86382 -0.46563  0.060
H 8.00845 -0.50457 -5.65877  0.102
H -2.28927 6.36023 0.80576  0.127
H 6.66159 -3.91526 -0.42579  0.099
H 1.16218 -3.57118 2.30903  0.088
H -5.15167 -2.28236 4.44761  0.106
H 1.59656 -5.32172 5.52945  0.118
H 5.48189 -4.29557 -2.57156  0.102
H -4.42891 -2.08161 -4.44315  0.113
H -1.05641 -7.03773 -2.85623  0.106
H -5.36551 0.95585 -1.04133  0.117
H -0.53594 -1.95543 6.63467  0.137
H -7.19488 -2.71269 0.19726  0.101
H 1.69031 1.89633 -5.30443  0.084
H -1.55624 -3.40597 4.88255  0.107
H -4.80976 2.15370 -4.91907  0.115
H 0.97337 6.09138 2.04163  0.116
H 0.37473 7.02660 4.22374  0.104
H 1.94065 -1.79504 6.79410  0.119
H -2.58291 8.80339 1.08551  0.105
H -4.11184 1.91418 2.36028  0.107
H 6.00104 -2.02276 1.02157  0.107
H 0.57972 -0.40533 5.12256  0.102
H -0.33079 4.47776 -3.49143  0.037
H 2.95286 2.83988 -0.47916  0.065
H 5.90049 -0.67546 -6.93394  0.103
H -0.39185 -5.34676 -4.54262  0.116
H 2.10953 3.10614 -4.08733  0.065
H -2.97352 -5.06191 2.06025  0.078
H 3.69908 -2.73646 -3.28658  0.123
H -7.19043 -0.23848 0.12053  0.102
H -6.88085 1.82306 -6.21684  0.103
H 0.91371 5.56808 -2.87428  0.092
H -2.23598 3.71100 4.91841  0.103
H 4.42386 3.46227 0.29359  0.072
H 2.21912 0.41751 4.76601  0.087
H 3.12432 -2.66503 3.35839  0.128
H -0.69316 -4.38236 6.08387  0.120

E = -124179.40617 eV

Density functional theory data (ωB97M-V/def2-TZVPD) for 2 unconnected molecules or ions with the total composition C3H9N3 in a non-equilibrium geometry.

Each line ends with the Löwdin charge.
Geometry (Å):
N -1.75956 1.49790 0.06659  -0.048
N 1.42550 -1.73261 -0.85804  -0.009
N 2.03803 -0.42380 1.10996  0.061
C -1.63600 0.73558 1.06370  -0.129
C -1.78729 0.63935 -1.17643  -0.109
C 1.67193 -0.63505 -0.19733  -0.428
H 2.24650 -1.15398 1.82643  0.110
H -2.20511 1.42743 -1.76613  0.064
H -2.46503 -0.19196 -1.09681  0.078
H -1.78584 -0.35320 1.15134  0.077
H 1.77930 -1.70909 -1.89252  0.074
H -0.91904 0.32596 -1.48570  -0.010
H 1.27680 0.23827 -0.72265  0.092
H 1.79327 0.46444 1.63794  0.115
H -1.14049 1.12243 1.97890  0.062

E = -7724.01318 eV
energy above the lowest of the compared OMol25 structures with the same formula, charge and spin = 343.6 kJ/mol
SMILES = [H]/N=C/N.C=NC